ORCA calculation (ωB97M-V/def2-TZVPD) on one molecule with the formula C3H5N3O.

Element x y z (Å)
C1 -1.573 0.659 0.068
O1 -1.506 -1.845 0.179
H1 1.199 0.243 1.287
H2 -2.505 0.911 -0.433
H3 0.219 1.263 -1.231
H4 2.528 -0.579 -0.463
N1 0.788 -0.027 0.397
N2 1.549 -0.844 -0.469
C2 -1.370 -0.706 0.313
C3 -0.021 1.047 -0.185
H5 1.467 -1.813 -0.180
N3 -0.776 1.690 0.717

Output
Frontier orbital gap: 8.583 eV
E_tot: -9704.972 eV
Maximum force: 1.1 eV Å⁻¹